1.
C3H7NO | wB97M-V/def2-TZVPD

Last column: Löwdin charge in e.
Cartesian coordinates (Å):
C (-0.434, 2.714, -1.076)  -0.108
N (-1.226, 1.761, -0.814)  -0.100
C (-0.796, 0.397, -1.278)  -0.119
H (-0.832, 3.723, -1.169)  0.058
H (0.637, 2.545, -0.883)  0.076
H (-1.732, -0.145, -1.220)  0.064
H (-0.296, 0.536, -2.228)  0.064
H (-0.059, -0.008, -0.575)  0.066
C (1.186, -2.850, 2.299)  -0.158
O (0.257, -2.103, 2.376)  0.004
H (1.275, -3.704, 2.996)  0.075
H (2.019, -2.867, 1.571)  0.078

## Properties
SMILES = C=NC.C=O
HOMO-LUMO gap = 9.78 eV
Max |F| = 2.7 eV/Å
HOMO energy = -8.94 eV
2S+1 = 1
E = -6759.245 eV
ΔE to the lowest compared entry with this formula, charge and spin = 338.26 kJ/mol

---

2.
C3H7NO | wB97M-V/def2-TZVPD

Last column: Löwdin charge in e.
Cartesian coordinates (Å):
C (-1.237, -0.352, -0.079)  -0.034
C (0.204, 0.070, -0.050)  -0.409
C (1.253, -0.977, 0.187)  -0.053
N (0.610, 1.275, -0.169)  0.020
O (-0.456, 2.155, -0.390)  -0.087
H (-1.359, -1.234, -0.715)  0.082
H (-1.877, 0.453, -0.437)  0.067
H (-1.558, -0.627, 0.932)  0.090
H (1.182, -1.777, -0.559)  0.079
H (1.106, -1.436, 1.173)  0.082
H (2.250, -0.533, 0.145)  0.076
H (-0.120, 2.984, -0.036)  0.088

## Properties
SMILES = CC(C)=NO
HOMO-LUMO gap = 10.54 eV
Max |F| = 0.6 eV/Å
HOMO energy = -9.46 eV
2S+1 = 1
E = -6760.595 eV
ΔE to the lowest compared entry with this formula, charge and spin = 208.00 kJ/mol

---

3.
C3H7NO | wB97M-V/def2-TZVPD

Last column: Löwdin charge in e.
Cartesian coordinates (Å):
C (-1.528, -0.260, 0.007)  -0.090
N (-0.274, -0.993, 0.001)  -0.007
C (1.001, -0.515, 0.020)  -0.546
C (1.144, 1.004, 0.000)  -0.017
O (1.974, -1.250, -0.001)  0.034
H (-1.331, 0.807, -0.210)  0.075
H (-2.069, -0.366, 0.982)  0.092
H (-2.178, -0.615, -0.809)  0.083
H (-0.344, -2.008, -0.006)  0.142
H (0.684, 1.485, -0.854)  0.072
H (0.719, 1.498, 0.892)  0.089
H (2.202, 1.214, -0.022)  0.074

## Properties
SMILES = CNC(C)=O
HOMO-LUMO gap = 10.52 eV
Max |F| = 0.9 eV/Å
HOMO energy = -9.63 eV
2S+1 = 1
E = -6762.367 eV
ΔE to the lowest compared entry with this formula, charge and spin = 36.98 kJ/mol

---

4.
C3H7NO | wB97M-V/def2-TZVPD

Last column: Löwdin charge in e.
Cartesian coordinates (Å):
C (-0.918, 0.000, 1.299)  0.006
N (-0.040, -1.251, -0.556)  0.026
C (0.532, -0.109, -0.823)  -0.546
C (0.351, 0.999, 0.061)  -0.004
O (1.587, -0.065, -1.676)  0.065
H (1.763, -0.963, -1.991)  0.113
H (-0.812, -1.511, -1.177)  0.071
H (-1.099, 0.880, 1.907)  0.014
H (-0.312, -0.725, 1.828)  0.037
H (-1.861, -0.368, 0.914)  0.039
H (-0.456, 1.664, -0.223)  0.087
H (1.265, 1.450, 0.439)  0.092

## Properties
HOMO-LUMO gap = 8.49 eV
Max |F| = 4.0 eV/Å
HOMO energy = -7.85 eV
2S+1 = 1
E = -6758.108 eV
ΔE to the lowest compared entry with this formula, charge and spin = 447.90 kJ/mol

---

5.
C3H7NO | wB97M-V/def2-TZVPD

Last column: Löwdin charge in e.
Cartesian coordinates (Å):
C (1.852, 0.524, -0.121)  -0.095
N (0.414, 0.775, -0.223)  -0.014
C (-0.671, -0.060, -0.045)  -0.554
C (-0.297, -1.474, 0.359)  -0.041
O (-1.808, 0.400, -0.062)  0.028
H (2.010, -0.443, 0.314)  0.041
H (2.299, 1.302, 0.597)  0.105
H (2.399, 0.511, -1.118)  0.096
H (0.072, 1.685, -0.475)  0.127
H (0.639, -2.006, -0.201)  0.120
H (0.026, -1.460, 1.467)  0.105
H (-1.186, -2.155, 0.310)  0.081

## Properties
SMILES = CNC(C)=O
HOMO-LUMO gap = 10.45 eV
Max |F| = 3.0 eV/Å
HOMO energy = -9.59 eV
2S+1 = 1
E = -6761.894 eV
ΔE to the lowest compared entry with this formula, charge and spin = 82.62 kJ/mol

---

6.
C3H7NO | wB97M-V/def2-TZVPD

Last column: Löwdin charge in e.
Cartesian coordinates (Å):
C (-3.193, 2.509, -0.032)  0.001
C (-2.742, 1.529, 0.737)  -0.305
O (-1.489, 1.342, 1.244)  -0.008
H (-4.116, 2.156, -0.474)  0.051
H (-2.680, 3.450, -0.160)  0.058
H (-3.434, 0.742, 1.038)  0.104
H (-1.412, 0.519, 1.743)  0.098
C (3.446, -2.496, -0.708)  -0.158
N (4.337, -1.980, -1.443)  0.003
H (2.538, -1.929, -0.452)  0.057
H (3.481, -3.508, -0.299)  0.057
H (5.264, -2.334, -1.194)  0.040

## Properties
SMILES = C=CO.C=N
HOMO-LUMO gap = 9.65 eV
Max |F| = 2.0 eV/Å
HOMO energy = -9.03 eV
2S+1 = 1
E = -6759.445 eV
ΔE to the lowest compared entry with this formula, charge and spin = 318.94 kJ/mol

---

7.
C3H7NO | wB97M-V/def2-TZVPD

Last column: Löwdin charge in e.
Cartesian coordinates (Å):
H (1.231, -0.686, -1.966)  0.040
N (0.877, -0.567, -1.044)  0.065
C (1.629, -0.018, -0.186)  -0.359
O (1.096, 0.093, 1.015)  -0.081
C (-0.471, -0.550, 0.864)  -0.124
C (-1.304, 0.694, 0.904)  -0.105
H (2.651, 0.361, -0.370)  0.134
H (-0.853, -1.232, 0.073)  0.101
H (-0.336, -1.119, 1.765)  0.094
H (-2.359, 0.464, 1.094)  0.081
H (-1.256, 1.222, -0.057)  0.082
H (-0.915, 1.336, 1.690)  0.072

## Properties
SMILES = [H]/N=C/OCC
HOMO-LUMO gap = 10.84 eV
Max |F| = 1.9 eV/Å
HOMO energy = -9.68 eV
2S+1 = 1
E = -6760.156 eV
ΔE to the lowest compared entry with this formula, charge and spin = 250.32 kJ/mol

---

8.
C3H7NO | wB97M-V/def2-TZVPD

Last column: Löwdin charge in e.
Cartesian coordinates (Å):
C (-0.376, 1.532, 1.764)  -0.062
C (-0.819, 0.243, 1.160)  -0.305
O (-0.050, -0.532, 0.658)  0.032
H (0.407, 1.476, 2.530)  0.087
H (-1.123, 2.180, 2.215)  0.070
H (0.146, 2.124, 1.008)  0.087
H (-1.913, 0.105, 1.172)  0.116
C (0.526, -1.430, -2.419)  -0.167
N (1.625, -1.319, -1.832)  0.025
H (0.427, -1.335, -3.502)  0.051
H (-0.434, -1.626, -1.927)  0.055
H (1.584, -1.419, -0.827)  0.013

## Properties
SMILES = CC=O.C=N
HOMO-LUMO gap = 10.43 eV
Max |F| = 1.7 eV/Å
HOMO energy = -9.50 eV
2S+1 = 1
E = -6760.603 eV
ΔE to the lowest compared entry with this formula, charge and spin = 207.18 kJ/mol

---

9.
C3H7NO | wB97M-V/def2-TZVPD

Last column: Löwdin charge in e.
Cartesian coordinates (Å):
C (0.312, 1.383, -0.613)  -0.090
N (1.000, 0.111, -0.423)  -0.007
C (0.433, -0.924, 0.298)  -0.555
C (-1.094, -0.976, 0.426)  -0.002
O (1.147, -1.755, 0.808)  0.045
H (-0.263, 1.636, 0.279)  0.077
H (1.078, 2.150, -0.669)  0.083
H (-0.354, 1.339, -1.465)  0.078
H (1.981, 0.051, -0.177)  0.132
H (-1.653, -0.659, -0.444)  0.074
H (-1.237, -0.357, 1.312)  0.086
H (-1.350, -1.999, 0.666)  0.077

## Properties
SMILES = CNC(C)=O
HOMO-LUMO gap = 10.47 eV
Max |F| = 1.3 eV/Å
HOMO energy = -9.57 eV
2S+1 = 1
E = -6762.198 eV
ΔE to the lowest compared entry with this formula, charge and spin = 53.32 kJ/mol

---

10.
C3H7NO | wB97M-V/def2-TZVPD

Last column: Löwdin charge in e.
Cartesian coordinates (Å):
C (0.191, 0.222, 1.598)  -0.093
N (0.961, 0.101, 0.322)  -0.011
C (0.480, 0.128, -0.993)  -0.597
C (-0.878, -0.428, -1.234)  -0.031
O (1.164, 0.405, -1.916)  0.081
H (-0.727, -0.278, 1.357)  0.043
H (-0.002, 1.315, 1.886)  0.088
H (0.690, -0.206, 2.595)  0.114
H (1.884, 0.551, 0.289)  0.130
H (-1.055, -1.441, -0.730)  0.107
H (-1.693, 0.244, -0.877)  0.091
H (-1.016, -0.611, -2.298)  0.078

## Properties
SMILES = CNC(C)=O
HOMO-LUMO gap = 10.53 eV
Max |F| = 3.3 eV/Å
HOMO energy = -9.63 eV
2S+1 = 1
E = -6761.824 eV
ΔE to the lowest compared entry with this formula, charge and spin = 89.42 kJ/mol

---

11.
C3H7NO | wB97M-V/def2-TZVPD

Last column: Löwdin charge in e.
Cartesian coordinates (Å):
C (0.783, -0.247, 1.111)  -0.094
C (-0.599, 0.240, 0.696)  -0.235
N (-0.580, 0.590, -0.725)  0.005
C (-0.160, -0.298, -1.669)  -0.373
O (-0.014, -1.491, -1.491)  0.010
H (0.810, -0.667, 2.119)  0.075
H (1.520, 0.559, 1.040)  0.078
H (1.054, -1.022, 0.412)  0.051
H (-0.926, 1.126, 1.253)  0.113
H (-1.332, -0.553, 0.873)  0.115
H (-0.645, 1.560, -0.994)  0.125
H (0.091, 0.202, -2.624)  0.129

## Properties
SMILES = CCNC=O
HOMO-LUMO gap = 10.73 eV
Max |F| = 0.4 eV/Å
HOMO energy = -9.81 eV
2S+1 = 1
E = -6762.231 eV
ΔE to the lowest compared entry with this formula, charge and spin = 50.07 kJ/mol

---

12.
C3H7NO | wB97M-V/def2-TZVPD

Last column: Löwdin charge in e.
Cartesian coordinates (Å):
C (-1.995, -0.222, -0.098)  -0.089
N (-0.780, 0.248, 0.310)  -0.043
C (0.396, -0.001, -0.224)  -0.443
O (0.412, -0.837, -1.292)  0.038
C (1.691, 0.317, 0.429)  -0.023
H (-0.244, -0.481, -1.920)  0.110
H (-2.824, 0.040, 0.544)  0.018
H (-1.973, -1.210, -0.542)  0.027
H (-0.783, 0.974, 1.019)  0.157
H (2.468, 0.390, -0.337)  0.083
H (1.979, -0.481, 1.127)  0.084
H (1.652, 1.262, 0.984)  0.081

## Properties
HOMO-LUMO gap (alpha / beta) = 7.13 / 7.13 eV
Max |F| = 0.5 eV/Å
HOMO energy (alpha / beta) = -6.35 / -6.35 eV
2S+1 = 1
E = -6759.728 eV
ΔE to the lowest compared entry with this formula, charge and spin = 291.64 kJ/mol

---

13.
C3H7NO | wB97M-V/def2-TZVPD

Last column: Löwdin charge in e.
Cartesian coordinates (Å):
N (-0.963, -1.258, 1.025)  -0.018
C (0.297, -0.562, 0.607)  -0.229
C (-0.077, 0.702, -0.189)  -0.286
C (0.450, 1.127, -1.452)  -0.189
O (-0.678, 0.355, -1.444)  -0.024
H (-1.280, -0.840, 1.937)  0.078
H (-0.705, -2.250, 1.295)  0.084
H (0.913, -1.135, -0.020)  0.090
H (0.923, -0.357, 1.497)  0.110
H (-0.525, 1.497, 0.473)  0.150
H (0.300, 2.110, -1.913)  0.119
H (1.344, 0.612, -1.815)  0.114

## Properties
SMILES = NC[C@H]1CO1
HOMO-LUMO gap = 10.71 eV
Max |F| = 3.0 eV/Å
HOMO energy = -9.61 eV
2S+1 = 1
E = -6760.108 eV
ΔE to the lowest compared entry with this formula, charge and spin = 254.96 kJ/mol

---

14.
C3H7NO | wB97M-V/def2-TZVPD

Last column: Löwdin charge in e.
Cartesian coordinates (Å):
C (0.540, -0.583, -0.058)  -0.241
C (-0.343, 0.656, -0.144)  0.046
C (-1.719, 0.302, -0.022)  -0.217
O (-2.171, -0.872, -0.059)  0.283
N (1.990, -0.482, 0.069)  0.041
H (0.386, -1.224, -0.929)  0.145
H (0.273, -1.125, 0.848)  0.142
H (-0.178, 1.537, -0.774)  0.176
H (-0.951, 0.689, 0.993)  0.242
H (-2.473, 1.055, -0.305)  0.205
H (2.410, 0.156, -0.601)  0.090
H (2.236, -0.107, 0.980)  0.088

## Properties
<S²> = 0.76
Total charge = +1
HOMO-LUMO gap (alpha / beta) = 8.78 / 5.40 eV
Max |F| = 4.1 eV/Å
HOMO energy (alpha / beta) = -14.66 / -14.44 eV
2S+1 = 2
E = -6749.898 eV
ΔE to the lowest compared entry with this formula, charge and spin = 301.31 kJ/mol

---

15.
C3H7NO2 | wB97M-V/def2-TZVPD

Last column: Löwdin charge in e.
Cartesian coordinates (Å):
C (-2.011, -0.821, -0.191)  -0.065
C (-1.650, 0.143, 0.889)  -0.179
N (-0.560, 0.710, 1.149)  -0.014
O (0.622, 0.788, 0.743)  -0.045
O (1.196, 0.020, -0.487)  -0.143
C (2.534, 0.404, -0.567)  -0.130
H (-2.819, -0.406, -0.792)  0.075
H (-1.156, -1.033, -0.827)  0.066
H (-2.370, -1.748, 0.256)  0.075
H (-2.443, 0.414, 1.577)  0.109
H (2.718, 0.896, -1.527)  0.082
H (2.763, 1.106, 0.239)  0.087
H (3.178, -0.474, -0.463)  0.082

## Properties
SMILES = C/C=N\OOC
HOMO-LUMO gap = 10.38 eV
Max |F| = 2.1 eV/Å
HOMO energy = -9.29 eV
2S+1 = 1
E = -8804.242 eV
ΔE to the lowest compared entry with this formula, charge and spin = 606.64 kJ/mol

---

16.
C3H7NO2 | wB97M-V/def2-TZVPD

Last column: Löwdin charge in e.
Cartesian coordinates (Å):
N (1.693, -0.033, 1.113)  0.091
C (0.706, -1.021, 0.786)  -0.498
O (0.977, -2.181, 0.611)  0.102
C (-0.678, -0.426, 0.542)  -0.109
C (-0.771, 0.007, -0.921)  -0.245
O (0.138, 1.088, -1.100)  -0.078
H (1.656, 0.589, 0.297)  0.074
H (1.276, 0.544, 1.844)  0.081
H (-0.782, 0.479, 1.149)  0.114
H (-1.487, -1.117, 0.796)  0.124
H (-0.511, -0.836, -1.576)  0.128
H (-1.797, 0.324, -1.148)  0.118
H (0.299, 1.213, -2.042)  0.099

## Properties
SMILES = NC(=O)CCO
HOMO-LUMO gap = 10.41 eV
Max |F| = 0.6 eV/Å
HOMO energy = -9.79 eV
2S+1 = 1
E = -8809.155 eV
ΔE to the lowest compared entry with this formula, charge and spin = 132.60 kJ/mol

---

17.
C3H7NO2 | wB97M-V/def2-TZVPD

Last column: Löwdin charge in e.
Cartesian coordinates (Å):
C (0.989, 1.145, -0.618)  0.002
C (0.263, -0.061, -1.175)  -0.537
O (0.560, -0.602, -2.221)  0.059
N (-0.826, -0.486, -0.469)  0.070
C (-0.981, -0.438, 0.953)  -0.259
O (-0.221, -1.427, 1.651)  -0.044
H (1.975, 0.935, -0.204)  0.090
H (0.395, 1.654, 0.128)  0.058
H (1.081, 1.867, -1.435)  0.092
H (-1.207, -1.328, -0.882)  0.146
H (-2.003, -0.683, 1.200)  0.123
H (-0.719, 0.547, 1.343)  0.113
H (0.695, -1.125, 1.728)  0.086

## Properties
SMILES = CC(=O)NCO
HOMO-LUMO gap = 10.67 eV
Max |F| = 0.8 eV/Å
HOMO energy = -9.96 eV
2S+1 = 1
E = -8809.733 eV
ΔE to the lowest compared entry with this formula, charge and spin = 76.76 kJ/mol

---

18.
C3H7NO2 | wB97M-V/def2-TZVPD

Last column: Löwdin charge in e.
Cartesian coordinates (Å):
O (0.931, -0.803, -2.883)  0.058
C (0.923, -0.099, -1.906)  -0.269
C (0.592, -0.441, -0.488)  -0.180
N (-0.367, 0.604, -0.053)  -0.058
C (-0.781, 0.584, 1.357)  -0.312
O (-1.079, -0.655, 1.891)  -0.020
H (1.280, 0.934, -2.082)  0.126
H (0.231, -1.446, -0.271)  0.116
H (1.509, -0.230, 0.075)  0.131
H (-1.179, 0.432, -0.625)  0.104
H (-1.636, 1.262, 1.392)  0.124
H (-0.013, 1.159, 1.878)  0.115
H (-0.410, -1.302, 1.715)  0.064

## Properties
SMILES = O=CCNCO
HOMO-LUMO gap = 10.81 eV
Max |F| = 2.2 eV/Å
HOMO energy = -10.05 eV
2S+1 = 1
E = -8808.352 eV
ΔE to the lowest compared entry with this formula, charge and spin = 210.06 kJ/mol

---

19.
C3H7NO2 | wB97M-V/def2-TZVPD

Last column: Löwdin charge in e.
Cartesian coordinates (Å):
N (1.658, -0.762, 0.701)  0.109
C (1.245, -0.218, -0.546)  -0.509
O (1.987, 0.413, -1.258)  0.091
C (-0.231, -0.405, -0.873)  -0.109
C (-1.051, 0.632, -0.103)  -0.252
O (-0.930, 0.369, 1.288)  -0.077
H (1.416, -0.085, 1.425)  0.091
H (1.046, -1.548, 0.893)  0.074
H (-0.584, -1.403, -0.587)  0.119
H (-0.382, -0.267, -1.946)  0.121
H (-0.678, 1.639, -0.342)  0.127
H (-2.102, 0.572, -0.421)  0.118
H (-1.397, 1.063, 1.769)  0.096

## Properties
SMILES = NC(=O)CCO
HOMO-LUMO gap = 10.36 eV
Max |F| = 0.5 eV/Å
HOMO energy = -9.78 eV
2S+1 = 1
E = -8809.310 eV
ΔE to the lowest compared entry with this formula, charge and spin = 117.57 kJ/mol